Record 1
26
Properties=species:S:1:pos:R:3 method="wB97M-V/def2-TZVPD" homo_ev="-18.2 / -18.2" spin_multiplicity=2 gap_ev="11.2 / 5.5" e_above_lowest_kcal_mol=10.3 s_squared=0.754 total_charge=+2
C 0.414 -1.990 -0.667
N 1.385 -2.390 -1.631
C -0.898 -1.546 -1.347
N -1.832 -0.933 -0.356
H 0.848 -1.168 -0.060
H 0.216 -2.827 0.007
H 1.646 -1.672 -2.321
H 2.248 -2.838 -1.307
H -1.364 -2.426 -1.785
H -0.737 -0.822 -2.147
H -2.804 -1.131 -0.594
H -1.666 -1.279 0.589
H -1.684 0.233 -0.317
C 0.055 1.810 0.122
C 0.283 1.367 1.553
C 1.760 1.307 1.922
N -1.378 1.665 -0.255
H 0.625 1.200 -0.591
H 0.398 2.835 -0.020
H -0.165 0.372 1.694
H -0.267 2.028 2.225
H 2.252 2.230 1.620
H 2.253 0.479 1.405
H 1.897 1.185 2.991
H -1.531 2.137 -1.142
H -1.953 2.175 0.413

Record 2
15
Properties=species:S:1:pos:R:3 method="wB97M-V/def2-TZVPD" homo_ev=-8.6 smiles="C=CC(=S)SCC" gap_ev=8.1 e_above_lowest_kcal_mol=29.5
C 1.796 1.697 -1.315
C 1.088 1.179 -0.116
C -0.433 -0.757 0.948
C -1.715 -1.537 1.110
C -2.419 -1.981 0.099
H 2.285 0.933 -1.932
H 2.646 2.433 -1.026
H 1.167 2.217 -2.000
H 0.631 2.051 0.454
H 1.855 0.648 0.584
H -1.881 -1.846 2.130
H -3.265 -2.673 0.232
H -2.136 -1.737 -0.916
S -0.113 -0.009 -0.558
S 0.495 -0.617 2.307

Record 3
74
Properties=species:S:1:pos:R:3 method="wB97M-V/def2-TZVPD" homo_ev=-7.0 gap_ev=8.6 total_charge=-1
C -1.427 -5.952 -0.847
C -2.230 -5.423 0.330
N -2.386 -3.985 0.304
C -1.202 -3.166 0.415
O -1.615 -1.871 0.773
C -1.868 -1.086 -0.377
C -0.817 -0.054 -0.703
F -1.409 0.784 -1.598
F 0.208 -0.645 -1.369
C -0.331 0.820 0.422
C 0.799 1.724 -0.057
Si 1.578 2.813 1.255
C 0.583 4.381 1.473
C 1.604 1.993 2.950
C 3.373 3.192 0.815
C 4.083 4.099 1.626
C 5.423 4.389 1.382
C 6.078 3.777 0.315
C 5.389 2.875 -0.505
C 4.048 2.590 -0.254
C -0.115 -3.695 1.342
O 1.012 -2.795 1.153
C 2.108 -3.408 0.646
Cl 3.475 -2.311 0.743
Br 1.899 -3.978 -1.220
C -0.389 -3.903 2.855
Br -2.178 -3.428 3.476
C 0.635 -3.276 3.780
C 0.510 -1.781 3.996
H -0.388 -6.133 -0.606
H -1.834 -6.906 -1.149
H -1.487 -5.274 -1.685
H -3.224 -5.839 0.255
H -1.830 -5.801 1.273
H -3.085 -3.659 0.948
H -0.733 -3.123 -0.562
H -2.026 -1.733 -1.229
H -2.783 -0.531 -0.229
H -0.053 0.218 1.277
H -1.191 1.414 0.703
H 1.577 1.076 -0.441
H 0.441 2.349 -0.866
H -0.400 4.097 1.834
H 0.436 4.939 0.558
H 1.008 5.023 2.231
H 1.410 0.939 2.872
H 0.898 2.453 3.629
H 2.587 2.090 3.393
H 3.575 4.571 2.448
H 5.945 5.075 2.021
H 7.111 4.003 0.126
H 5.882 2.392 -1.330
H 3.520 1.900 -0.885
H 0.219 -4.649 0.968
H 2.386 -4.290 1.202
H -0.340 -4.965 3.028
H 1.629 -3.550 3.452
H 0.486 -3.764 4.736
H 0.152 -1.270 3.115
H -0.205 -1.593 4.782
H 1.450 -1.368 4.327
B -3.690 3.017 -4.873
O -4.851 2.181 -4.507
C -5.886 2.493 -5.273
O -6.975 2.001 -5.231
C -5.434 3.614 -6.235
O -6.112 4.140 -7.068
O -4.164 3.884 -5.969
O -3.209 3.810 -3.719
C -1.942 3.511 -3.475
O -1.259 3.974 -2.607
C -1.500 2.453 -4.502
O -0.413 1.958 -4.570
O -2.536 2.192 -5.288

Record 4
98
Properties=species:S:1:pos:R:3 method="wB97M-V/def2-TZVPD" homo_ev=-11.7 gap_ev=9.9 total_charge=+1
Cd -14.413 1.944 15.135
Cl -12.827 0.772 13.811
C -16.626 -0.281 16.585
O -15.515 -0.069 15.765
H -17.261 0.639 16.532
H -17.274 -1.042 16.211
H -16.294 -0.541 17.614
H -15.570 -0.617 14.930
C -16.229 1.900 12.105
O -16.121 2.691 13.294
H -15.223 1.592 11.867
H -16.978 1.114 12.229
H -16.413 2.598 11.287
H -16.951 3.051 13.684
C -17.427 3.817 15.919
O -16.197 3.263 16.295
H -17.924 3.936 16.862
H -17.363 4.785 15.388
H -18.001 3.102 15.312
H -16.017 3.305 17.220
C -11.745 3.210 10.548
O -13.192 3.071 10.560
H -11.381 3.449 11.514
H -11.282 2.287 10.188
H -11.438 3.979 9.867
H -13.630 3.625 9.892
C -10.114 -1.550 19.258
O -10.714 -0.352 18.723
H -9.084 -1.642 18.874
H -10.177 -1.503 20.306
H -10.636 -2.461 19.000
H -10.345 -0.233 17.857
C -13.276 2.514 18.285
O -14.085 1.759 17.439
H -12.392 2.800 17.769
H -13.812 3.392 18.627
H -13.045 1.943 19.187
H -13.917 0.750 17.546
C -13.138 -5.039 14.313
O -13.710 -3.822 13.912
H -13.870 -5.876 14.332
H -12.312 -5.284 13.687
H -12.773 -4.888 15.310
H -13.628 -3.758 12.926
C -12.978 4.599 13.904
O -13.250 3.993 15.199
H -12.290 5.376 14.106
H -12.490 3.874 13.234
H -13.892 4.966 13.508
H -12.429 3.752 15.646
C -10.953 -0.742 11.357
O -12.011 -1.554 11.871
H -11.284 -0.140 10.508
H -10.484 -0.158 12.176
H -10.175 -1.415 11.007
H -12.396 -1.004 12.592
C -14.917 0.738 7.870
O -14.987 1.475 9.137
H -14.646 -0.301 7.987
H -15.903 0.785 7.408
H -14.294 1.298 7.180
H -14.154 1.464 9.575
C -13.588 -4.387 10.235
O -13.936 -3.119 10.666
H -12.699 -4.784 10.761
H -14.432 -5.005 10.521
H -13.306 -4.435 9.193
H -13.237 -2.448 10.709
C -9.331 -4.433 11.823
O -10.703 -4.542 12.171
H -9.003 -5.370 11.292
H -9.103 -3.472 11.324
H -8.703 -4.427 12.707
H -10.999 -3.831 12.721
C -10.154 -1.514 15.182
O -10.475 -0.296 15.856
H -10.232 -1.399 14.109
H -9.088 -1.642 15.361
H -10.688 -2.396 15.504
H -11.455 -0.149 15.714
C -16.193 -2.383 13.018
O -15.185 -1.565 13.727
H -16.317 -2.208 11.920
H -15.877 -3.411 13.194
H -17.156 -2.260 13.506
H -14.604 -2.246 14.012
C -13.528 -2.016 17.575
O -13.338 -0.721 18.198
H -14.125 -2.683 18.167
H -13.914 -1.896 16.579
H -12.550 -2.516 17.546
H -12.375 -0.782 18.460
C -9.452 2.898 16.809
O -10.735 3.077 16.148
H -8.856 2.347 16.136
H -8.919 3.818 17.083
H -9.625 2.220 17.626
H -10.703 2.531 15.349

Record 5
26
Properties=species:S:1:pos:R:3 method="wB97M-V/def2-TZVPD" homo_ev=-8.4 gap_ev=9.2 e_above_lowest_kcal_mol=139.3
C 2.262 0.330 -1.261
C -0.852 1.212 -1.501
C -1.269 0.285 -0.666
C -1.313 1.111 1.732
C -0.377 -1.171 1.205
C -2.762 -0.846 0.869
C 4.446 -0.322 -0.881
C -1.407 -0.117 0.759
O 2.576 1.332 -1.748
O 2.993 -0.696 -1.012
P -2.059 0.088 -2.264
H -0.566 2.181 -1.879
H 0.988 -0.164 -0.969
H -1.315 0.590 2.742
H -2.254 1.544 1.527
H -0.463 1.877 1.577
H -0.853 -1.915 1.953
H -0.064 -1.689 0.273
H 0.479 -0.755 1.690
H -3.039 -1.192 1.886
H -2.754 -1.609 0.055
H -3.456 0.017 0.685
H 4.763 -0.268 0.175
H 4.578 0.477 -1.577
H 5.017 -1.132 -1.301
H -3.300 0.832 -2.071

Record 6
13
Properties=species:S:1:pos:R:3 method="wB97M-V/def2-TZVPD" homo_ev=-15.8 smiles=C[n+]1cnccn1 gap_ev=9.9 e_above_lowest_kcal_mol=47.0 total_charge=+1
C -2.102 -0.053 -0.061
C -1.352 1.152 -0.418
C -0.138 -1.034 0.541
C 1.992 -0.060 0.017
N -1.481 -1.074 0.425
N 0.592 -0.069 0.070
N -0.033 1.080 -0.393
H -3.107 -0.105 -0.274
H -1.807 2.011 -0.783
H 0.282 -1.891 1.055
H 2.450 -1.119 0.306
H 2.214 0.298 -1.026
H 2.489 0.864 0.542